--- a ---
{"formula": "C6H10NO", "method": "the ωB97M-V functional and the def2-TZVPD basis", "gap_ev": 10.46, "charge": 1, "species": ["C", "C", "C", "C", "C", "C", "N", "O", "H", "H", "H", "H", "H", "H", "H", "H", "H", "H"], "xyz": [[1.0032, -0.0618, 1.6066], [1.7934, -0.8088, 0.7579], [-0.6716, 0.8404, 1.4805], [-0.9827, -0.2289, -2.0186], [0.9973, -0.8545, -0.5469], [-0.0768, 0.2453, -0.8607], [-1.0585, 0.8094, 0.2629], [-1.2675, 1.3308, 2.5435], [1.1413, 0.2038, 2.6466], [-1.4425, 0.6359, -2.3111], [-0.4000, -0.6326, -2.7143], [-1.7337, -0.8890, -1.7354], [1.5600, -0.7491, -1.4533], [0.5391, -1.8491, -0.6700], [2.7577, -1.3652, 0.9558], [0.4639, 1.0692, -1.2424], [-1.9642, 1.1113, 0.0053], [-0.6583, 1.1929, 3.2939]]}


--- b ---
{"formula": "C6H10NO", "method": "the ωB97M-V functional and the def2-TZVPD basis", "smiles": "C=[NH+]/C=C/CCC=O", "gap_ev": 7.99, "charge": 1, "species": ["C", "N", "C", "C", "C", "C", "C", "O", "H", "H", "H", "H", "H", "H", "H", "H", "H", "H"], "xyz": [[-1.8685, 2.0798, -1.7161], [-1.2922, 0.9457, -1.8316], [-0.4013, 0.4636, -0.8398], [0.3392, -0.6153, -1.0678], [1.2956, -1.1501, -0.0303], [0.5837, -1.6606, 1.2331], [0.6283, -0.6294, 2.3404], [0.8502, 0.5401, 2.1727], [-1.5114, 2.8017, -0.9911], [-2.6494, 2.3513, -2.4100], [-1.3701, 0.3829, -2.6751], [-0.3843, 0.9360, 0.1362], [0.3026, -1.1252, -2.0303], [1.9426, -1.8788, -0.4995], [1.9186, -0.3041, 0.2546], [-0.4885, -1.8516, 1.1597], [1.0588, -2.5763, 1.5848], [0.3803, -1.0022, 3.3482]]}


--- c ---
{"formula": "C6H10NO", "method": "the ωB97M-V functional and the def2-TZVPD basis", "gap_ev": [7.44, 7.44], "charge": 1, "species": ["C", "C", "C", "C", "C", "C", "N", "O", "H", "H", "H", "H", "H", "H", "H", "H", "H", "H"], "xyz": [[0.5167, -2.7427, 0.9733], [0.2008, -1.6467, 0.5555], [1.4943, 0.5001, -1.6842], [-1.7253, -0.4389, -0.3197], [-0.2678, 1.9487, 1.2844], [-0.3665, -0.4088, 0.2527], [0.3060, 0.6350, 0.8040], [2.1046, -0.1185, -2.6047], [0.9010, -3.7198, 0.9576], [0.4101, 0.0000, -1.5094], [-1.9088, 0.5478, -0.9448], [-2.5977, -0.3988, 0.4685], [-1.8487, -1.2412, -1.0303], [-1.1938, 2.1071, 0.6464], [-0.7875, 1.8468, 2.3390], [0.4609, 2.6784, 1.2178], [3.0965, 0.1015, -2.6072], [1.2052, 0.3500, 1.2012]]}


The data favor b; the next most stable structure lies 150.9 kJ/mol above it.